No. 1
Here is a 3-piece molecular cluster, C14H30NO5S overall in a non-equilibrium geometry from the OMol25 dataset. Energies are from wB97M-V/def2-TZVPD.

relative energy (zero: lowest compared OMol25 entry of this formula, charge and spin) = 0.000 eV
net charge = +1
DFT total energy = -1380.335128 Ha
gap between HOMO and LUMO = 10.1070 eV

Last column: Löwdin charge in e.
Positions of all 51 atoms, in Å:
C (-4.22, -1.32, -1.25)  -0.0407
C (-3.64, -0.58, -2.46)  -0.2058
O (-2.94, 0.62, -2.11)  -0.0638
C (-1.59, 0.48, -1.99)  -0.3534
C (-1.04, 0.18, -0.61)  -0.0903
C (0.25, 1.01, -0.43)  -0.1688
C (0.51, 1.56, -1.84)  -0.5472
S (1.37, 0.25, -2.82)  0.8305
N (-0.88, 1.77, -2.29)  0.1087
H (-3.97, -0.81, -0.33)  0.0764
H (-3.83, -2.32, -1.20)  0.0707
H (-5.30, -1.36, -1.33)  0.0749
H (-4.45, -0.28, -3.11)  0.1186
H (-3.03, -1.27, -3.04)  0.1206
H (-1.23, -0.18, -2.79)  0.1231
H (-1.75, 0.53, 0.12)  0.1220
H (-0.95, -0.88, -0.44)  0.1167
H (0.16, 1.88, 0.22)  0.1201
H (1.08, 0.44, -0.05)  0.0899
H (1.15, 2.42, -1.92)  0.1076
H (2.04, -0.34, -1.83)  -0.1087
H (-1.03, 2.22, -3.20)  0.1998
H (-1.25, 2.47, -1.62)  0.1991
O (2.65, 2.10, 1.03)  0.0831
C (3.66, 2.66, 0.69)  -0.5165
O (3.55, 3.88, 0.13)  -0.0007
C (4.69, 4.69, -0.21)  -0.2229
C (5.30, 4.29, -1.54)  -0.0608
C (5.01, 2.00, 0.83)  0.0213
H (5.42, 4.69, 0.60)  0.1181
H (4.30, 5.70, -0.28)  0.1249
H (5.67, 3.26, -1.52)  0.0688
H (6.12, 4.95, -1.79)  0.0875
H (4.55, 4.34, -2.33)  0.0815
H (5.12, 1.27, 0.03)  0.0976
H (5.03, 1.49, 1.79)  0.0966
H (5.85, 2.69, 0.81)  0.0725
O (-1.75, -1.35, 1.78)  0.0777
C (-1.82, -2.51, 2.13)  -0.5142
O (-2.84, -3.25, 1.69)  -0.0016
C (-2.98, -4.65, 1.96)  -0.2251
C (-3.58, -4.91, 3.33)  -0.0584
C (-0.82, -3.09, 3.10)  0.0211
H (-2.03, -5.16, 1.82)  0.1155
H (-3.66, -5.02, 1.20)  0.1233
H (-2.94, -4.52, 4.13)  0.0704
H (-3.71, -5.98, 3.49)  0.0869
H (-4.55, -4.41, 3.42)  0.0870
H (-1.07, -2.75, 4.10)  0.1028
H (0.17, -2.72, 2.84)  0.0925
H (-0.77, -4.18, 3.10)  0.0713

No. 2
Here is one molecule with the formula C3H6OS3 in a non-equilibrium geometry from the OMol25 dataset. Energies are from wB97M-V/def2-TZVPD.

SMILES = OC[C@@H](S)C(=S)S
relative energy (zero: lowest compared OMol25 entry of this formula, charge and spin) = 1.463 eV
DFT total energy = -1387.606426 Ha
gap between HOMO and LUMO = 8.0576 eV

Last column: Löwdin charge in e.
Positions of all 13 atoms, in Å:
C (0.83, -0.14, 1.02)  -0.2873
C (-0.25, -0.46, -0.24)  -0.7527
C (-0.15, 0.54, -1.27)  -1.2351
H (2.80, 0.24, 0.47)  0.1981
H (0.60, 0.80, 1.29)  0.0557
H (0.60, -1.00, 1.72)  0.1166
H (-0.03, -1.55, -0.56)  0.1207
H (-2.63, -1.07, -0.30)  -0.0770
H (-2.12, 1.25, -0.26)  -0.0727
O (2.11, -0.57, 0.73)  -0.1029
S (-1.74, -0.79, 0.74)  0.7295
S (-0.95, 2.08, -0.81)  0.6602
S (0.90, 0.66, -2.52)  0.6470

No. 3
Here is C3H4CsNaO3 as an isolated structure in a non-equilibrium geometry from the OMol25 dataset. Energies are from wB97M-V/def2-TZVPD.

expectation value of S² = 0.75
spin multiplicity = 2
net charge = +1
DFT total energy = -524.639924 Ha
gap between HOMO and LUMO (alpha / beta) = 6.1228 / 7.3128 eV

Last column: Löwdin charge in e.
Positions of all 12 atoms, in Å:
O (-0.89, -1.11, -1.27)  -0.5281
C (-1.37, -0.62, -0.06)  -0.5382
C (-0.38, -0.66, 1.05)  0.0294
O (1.96, 2.78, 1.83)  0.2308
C (2.41, 2.68, 0.76)  -0.3868
O (2.65, 2.32, -0.32)  0.1542
Na (-1.83, -2.93, -1.88)  0.7867
Cs (1.66, -0.07, -3.21)  0.9625
H (-2.28, -1.17, 0.29)  0.0951
H (-1.75, 0.42, -0.17)  0.1027
H (0.50, -1.30, 0.95)  0.0426
H (-0.67, -0.33, 2.05)  0.0491

No. 4
Here is one molecule with the formula C5H10N2O2 in a non-equilibrium geometry from the OMol25 dataset. Energies are from wB97M-V/def2-TZVPD.

SMILES = CC(=O)C[C@H](N)C(N)=O
relative energy (zero: lowest compared OMol25 entry of this formula, charge and spin) = 1.517 eV
DFT total energy = -456.498448 Ha
gap between HOMO and LUMO = 9.7078 eV

Last column: Löwdin charge in e.
Positions of all 19 atoms, in Å:
C (-0.49, 1.24, 0.50)  -0.3289
C (-0.74, -0.15, 0.96)  -0.0602
C (-0.03, -2.38, -0.37)  -0.0194
C (0.51, 0.89, -0.74)  -0.5028
C (0.46, -1.24, 0.48)  -0.3957
N (1.83, 1.14, -0.46)  0.1585
N (-1.67, 1.93, 0.00)  0.0446
O (0.04, 0.72, -1.87)  0.0482
O (1.55, -1.24, 1.03)  0.0523
H (0.05, 1.84, 1.24)  0.1398
H (2.11, 1.20, 0.51)  0.1001
H (2.50, 0.59, -0.99)  0.1142
H (-1.96, 1.46, -0.87)  0.0775
H (-1.39, 2.86, -0.30)  0.0807
H (-0.73, -0.24, 2.05)  0.1147
H (-1.64, -0.60, 0.54)  0.1120
H (0.81, -3.03, -0.64)  0.0869
H (-0.50, -2.00, -1.28)  0.0840
H (-0.74, -2.98, 0.20)  0.0936

No. 5
Here is one molecule with the formula C5H12N2O3 in a non-equilibrium geometry from the OMol25 dataset. Energies are from wB97M-V/def2-TZVPD.

SMILES = NC(=O)CNC(CO)CO
relative energy (zero: lowest compared OMol25 entry of this formula, charge and spin) = 2.448 eV
DFT total energy = -532.904030 Ha
gap between HOMO and LUMO = 10.0172 eV

Last column: Löwdin charge in e.
Positions of all 22 atoms, in Å:
O (0.65, 1.97, 0.04)  -0.0614
C (0.65, 1.01, -1.00)  -0.2190
C (0.93, -0.40, -0.49)  -0.3328
C (2.42, -0.59, -0.17)  -0.2300
O (2.85, 0.13, 0.97)  -0.0510
N (0.12, -0.72, 0.68)  -0.0049
C (-1.23, -1.13, 0.44)  -0.1550
C (-2.31, -0.11, 0.79)  -0.5190
N (-2.87, 0.57, -0.22)  0.1189
H (-0.02, 1.68, 0.68)  0.0878
H (-0.31, 1.04, -1.54)  0.1107
H (1.43, 1.30, -1.72)  0.1262
H (0.71, -1.09, -1.34)  0.1447
H (2.63, -1.65, 0.01)  0.1235
H (2.99, -0.28, -1.06)  0.1207
H (2.39, 0.98, 0.96)  0.0777
H (0.60, -1.38, 1.27)  0.1263
H (-1.41, -1.46, -0.60)  0.1207
H (-1.45, -2.00, 1.08)  0.1281
O (-2.35, 0.53, 1.86)  -0.0052
H (-3.38, 0.05, -0.91)  0.1017
H (-3.04, 1.56, 0.29)  0.1914

No. 6
Here is C24H21BClCsN10O6 as an isolated structure from the OMol25 dataset. Energies are from wB97M-V/def2-TZVPD.

expectation value of S² = 0.77
relative energy (zero: lowest compared OMol25 entry of this formula, charge and spin) = 1.156 eV
spin multiplicity = 2
net charge = -1
DFT total energy = -2431.457828 Ha
gap between HOMO and LUMO (alpha / beta) = 7.3008 / 6.8985 eV

Last column: Löwdin charge in e.
Positions of all 64 atoms, in Å:
Cs (0.83, 0.35, 0.03)  1.2505
C (4.35, -2.06, -1.97)  -0.0702
C (3.32, -2.54, -1.15)  -0.1769
N (3.09, -1.75, -0.11)  0.0010
N (3.98, -0.73, -0.25)  -0.0424
C (4.74, -0.89, -1.35)  -0.1052
B (4.09, 0.52, 0.68)  -0.7123
N (3.41, 0.36, 2.09)  -0.0169
C (3.84, 1.03, 3.19)  -0.0953
C (3.00, 0.71, 4.24)  -0.0666
C (2.06, -0.18, 3.67)  -0.1728
N (2.31, -0.39, 2.39)  -0.0679
N (3.52, 1.78, -0.08)  -0.0854
C (3.37, 3.03, 0.41)  -0.1045
C (2.81, 3.82, -0.58)  -0.0666
C (2.66, 2.93, -1.66)  -0.2002
N (3.07, 1.71, -1.36)  -0.0360
N (5.59, 0.73, 0.94)  -0.0401
C (6.47, -0.23, 1.31)  -0.0907
C (7.66, 0.38, 1.62)  -0.0829
C (7.42, 1.74, 1.38)  -0.1754
N (6.16, 1.95, 1.00)  0.0756
H (4.74, -2.48, -2.88)  0.0815
H (2.72, -3.44, -1.26)  0.0962
H (5.48, -0.16, -1.62)  0.1258
H (4.71, 1.66, 3.14)  0.1140
H (3.05, 1.07, 5.25)  0.0820
H (1.23, -0.68, 4.14)  0.0977
H (3.67, 3.28, 1.41)  0.1165
H (2.55, 4.86, -0.52)  0.0904
H (2.25, 3.12, -2.64)  0.0964
H (6.17, -1.27, 1.33)  0.1263
H (8.57, -0.09, 1.94)  0.0795
H (8.09, 2.58, 1.48)  0.0887
O (-3.81, 5.22, 1.31)  0.1274
C (-3.04, 4.29, 1.28)  -0.2697
C (-3.37, 2.86, 0.93)  -0.2859
O (-4.45, 2.45, 0.57)  0.1155
C (-2.12, 2.06, 1.05)  -0.3146
C (-1.00, 2.97, 1.45)  -0.3049
O (0.17, 2.65, 1.57)  -0.0396
C (-1.58, 4.35, 1.69)  -0.2671
O (-0.97, 5.33, 2.06)  0.1327
O (-2.01, 0.86, 0.83)  -0.0442
C (-3.92, 2.14, -5.47)  -0.0474
C (-2.97, 1.61, -4.44)  -0.2702
C (-2.48, 2.40, -3.41)  -0.0174
C (-1.61, 1.85, -2.49)  -0.1422
N (-1.19, 0.59, -2.52)  0.0235
C (-1.66, -0.18, -3.51)  -0.1356
C (-2.53, 0.29, -4.48)  -0.0311
H (-4.13, 3.20, -5.31)  0.0743
H (-4.87, 1.61, -5.43)  0.0832
H (-3.52, 2.02, -6.48)  0.0808
H (-2.79, 3.43, -3.31)  0.1141
H (-1.22, 2.47, -1.68)  0.1004
H (-1.32, -1.21, -3.53)  0.0955
H (-2.88, -0.39, -5.26)  0.1122
Cl (-0.44, -2.58, 1.11)  0.5694
C (-2.02, -2.34, 0.38)  -0.5940
H (-2.30, -1.29, 0.41)  0.0555
H (-2.77, -2.92, 0.92)  0.0815
O (-1.16, -3.08, -1.58)  -0.0366
N (-2.16, -2.75, -1.02)  -0.0794